# 1
{
  "formula": "C4H6ClNOS",
  "method": "wB97M-V/def2-TZVPD",
  "species": ["C", "C", "C", "C", "H", "H", "H", "H", "H", "H", "N", "O", "S", "Cl"],
  "positions_angstrom": [[-0.428029, 1.060405, 0.889398], [-0.667870, -0.336597, 0.342148], [1.817103, -0.904056, -0.101894], [-1.866626, -0.595782, -0.448663], [1.563766, 1.423637, 0.335811], [0.326997, 1.260084, 1.674819], [-1.377953, 1.706566, 0.929727], [0.129637, -1.840349, -1.117669], [2.443787, -1.557603, -0.779719], [-1.976158, -1.271689, -1.466226], [0.416587, -1.287052, 0.000825], [2.383542, 0.167800, 0.322379], [0.499494, 1.858838, -0.599679], [-3.264275, 0.315792, 0.018743]],
  "atomic_forces_ev_per_a": [[-0.5307, 1.1581, -1.3892], [-2.6827, -1.4772, -4.0191], [0.0505, 3.0025, -0.0248], [3.0016, -0.1345, 1.0057], [-0.7358, 1.1098, -2.4589], [-1.2536, -0.7106, 0.0490], [1.4975, -1.5768, 0.5754], [1.1893, 2.0290, 4.8028], [-0.9092, 0.2026, 0.9850], [0.4021, 1.6091, 3.1862], [1.1053, 0.1243, -4.1118], [-1.3453, -5.1535, -0.1482], [0.3938, 0.0956, 2.1451], [-0.1829, -0.2784, -0.5971]],
  "mulliken_charge": [-0.868, 0.629, 0.177, -0.354, 0.270, 0.390, 0.244, 0.314, 0.319, 0.173, -0.324, -0.525, -0.268, -0.176],
  "orbital_gap_ha": 0.3009,
  "lumo_energy_ev": -0.05,
  "multiplicity": 1,
  "de_lowest_kcal_mol": 114.99,
  "total_energy_ha": -1144.22515,
  "e_homo_ev": -8.24,
  "max_force_ha_per_bohr": 0.1040
}

# 2
{
  "formula": "C4H6ClNOS",
  "method": "wB97M-V/def2-TZVPD",
  "species": ["N", "C", "S", "C", "O", "C", "C", "Cl", "H", "H", "H", "H", "H", "H"],
  "positions_angstrom": [[0.476492, -1.207833, 1.361903], [0.968392, -0.341677, 0.362513], [2.332266, -0.559028, -0.657508], [0.176226, 0.892438, 0.199720], [0.770425, 2.068987, -0.132990], [-1.078403, 0.803243, 1.160084], [-1.242198, 0.553392, -0.340499], [-2.226972, -0.706875, -0.688794], [1.199339, -2.101365, 1.830232], [-0.493865, -1.414470, 1.605387], [1.460917, 1.490094, -0.584452], [-1.343288, 0.095740, 1.984722], [-1.196840, 1.903049, 1.429648], [-1.526944, 1.446826, -0.796226]],
  "atomic_forces_ev_per_a": [[4.4358, -3.6194, 0.7866], [1.1795, -1.8532, 0.3784], [-1.6726, 0.2576, 1.8658], [-3.5109, -3.8289, 2.7178], [0.6701, -2.1342, -0.6950], [0.8105, 4.3600, -0.6110], [1.0093, 3.0591, 3.1928], [-1.0626, -3.1900, -1.4654], [-2.8276, 3.7030, -2.7250], [0.7345, 0.6502, -0.4999], [1.0285, 2.1367, -0.6025], [0.6212, 0.8289, -1.2344], [-0.6461, -1.5703, -0.0270], [-0.7696, 1.2005, -1.0813]],
  "mulliken_charge": [-0.448, 0.342, -0.362, 0.530, -0.424, -0.904, -0.203, -0.166, 0.305, 0.222, 0.272, 0.201, 0.254, 0.380],
  "orbital_gap_ha": 0.3326,
  "lumo_energy_ev": -0.12,
  "multiplicity": 1,
  "de_lowest_kcal_mol": 99.98,
  "smiles": "NC(=S)[C@]1(O)C[C@@H]1Cl",
  "total_energy_ha": -1144.24907,
  "e_homo_ev": -9.18,
  "max_force_ha_per_bohr": 0.1140
}

# 3
{
  "formula": "C4H6ClNOS",
  "method": "wB97M-V/def2-TZVPD",
  "species": ["C", "C", "C", "C", "H", "H", "H", "H", "H", "H", "N", "O", "S", "Cl"],
  "positions_angstrom": [[0.902206, -0.421709, 0.142871], [0.158868, 0.774459, 0.109395], [-1.005217, 1.241025, 1.053758], [-1.434866, 0.667846, -0.261035], [0.770732, -2.191351, 0.934700], [-0.972939, -1.498170, 0.463472], [1.667700, 1.844327, -0.546344], [-1.140142, 0.698558, 2.121023], [-0.932657, 2.329814, 1.127511], [-1.513947, 1.467155, -1.057362], [0.091650, -1.377554, 0.742940], [0.653181, 1.975341, -0.422268], [2.560048, -0.535215, -0.217845], [-2.143086, -0.812733, -0.449991]],
  "atomic_forces_ev_per_a": [[0.0344, -1.5697, 1.7736], [-2.9788, 3.5419, -0.3291], [0.9430, -1.9728, 2.3557], [3.0838, 3.9244, -0.1422], [-2.1607, 1.0798, -0.3667], [3.4394, -0.3153, 1.2351], [-2.2741, 0.0756, 0.1545], [0.1060, 1.0271, -2.9242], [-0.3936, -0.4534, -0.0543], [-0.6546, -1.4483, 0.7515], [3.4940, -2.2515, -0.0822], [2.9021, -0.9567, -0.7015], [-1.7697, 0.1250, 0.2324], [-3.7712, -0.8060, -1.9026]],
  "mulliken_charge": [-0.151, 0.717, -0.618, -0.127, 0.242, 0.254, 0.314, 0.244, 0.304, 0.339, -0.411, -0.531, -0.358, -0.216],
  "orbital_gap_ha": 0.3326,
  "lumo_energy_ev": 0.36,
  "multiplicity": 1,
  "de_lowest_kcal_mol": 79.16,
  "total_energy_ha": -1144.28224,
  "e_homo_ev": -8.69,
  "max_force_ha_per_bohr": 0.0971
}